[1]
7
Properties=species:S:1:pos:R:3:forces:R:3 method="wB97M-V/def2-TZVPD" de_lowest_ev=0.312 spin_multiplicity=1 smiles=CPF orbital_gap_ha=0.3864 largest_force_ev_per_a=5.51 lumo_ev=1.1
H 0.779 -0.829 -1.542 -0.1620 0.3749 0.1523
C -0.107 0.716 0.294 -5.0833 -2.0848 0.3865
F 0.244 -1.888 0.355 -0.3440 0.5633 -0.2839
H -0.910 0.567 1.126 1.8693 -0.0873 -0.8185
H 0.853 0.614 0.558 3.4495 0.4717 1.6281
H -0.467 1.639 -0.069 0.2670 1.0341 -1.1368
P -0.393 -0.817 -0.722 0.0034 -0.2719 0.0723


[2]
108
Properties=species:S:1:pos:R:3:forces:R:3 method="wB97M-V/def2-TZVPD" total_charge=+2 spin_multiplicity=6 orbital_gap_ha="0.2487 / 0.2617" largest_force_ev_per_a=3.49 lumo_ev="-5.0 / -4.6"
I 0.233 -5.231 5.442 -0.0925 0.7039 -0.2701
C 0.068 2.349 -4.507 -1.3358 1.9740 -0.1266
C -1.291 0.175 -6.182 -0.9894 -0.4378 1.5532
H -4.932 3.647 -3.207 -0.7524 -0.3791 -0.0864
S 3.607 0.700 2.314 0.9210 -0.3390 -0.8579
H 4.287 2.792 3.112 -0.1478 0.4168 -0.3320
H 0.023 2.248 6.518 0.3547 -0.0824 -0.2387
H -3.706 2.186 4.031 0.1208 0.8018 0.4854
H -6.293 1.230 -2.120 -0.4590 0.6680 -0.0802
Br -1.264 4.859 6.241 -0.1859 0.3025 0.3522
Si -3.850 1.712 -2.183 -0.2264 -0.5334 0.0788
H 0.989 0.653 4.725 0.1485 0.0858 0.5657
Sm 0.886 -0.324 1.426 0.7429 -0.4074 -0.1284
C 4.617 -0.412 -0.100 1.5137 -1.1004 0.3708
C -3.866 0.496 3.068 -1.0483 -0.1431 -0.5883
H 4.665 -1.465 0.298 0.1499 0.9140 -0.1923
C -4.681 -0.604 2.753 -1.1170 -1.5351 -0.8232
C -0.717 3.572 5.032 -0.2397 0.1495 -1.8439
C 2.035 -4.767 -1.763 0.1326 -0.6878 0.1406
S 1.626 2.627 0.383 0.3653 0.0530 -0.0417
H 5.076 1.592 0.577 0.3819 -0.5090 0.6382
N 0.174 1.631 3.149 -0.4442 1.5564 1.4922
C 4.169 -4.695 1.261 0.3399 0.2336 0.6470
C -0.062 2.433 5.451 0.4601 -0.5703 0.0762
C -2.300 -0.138 1.450 0.2155 0.0212 -0.3473
H -2.046 0.994 -6.288 0.7611 -0.5597 -0.7252
C -2.817 -2.060 -0.112 0.2804 -1.4201 0.0405
H 1.620 0.519 -7.545 0.1711 -0.9521 -1.2421
H -2.024 -0.171 -2.019 0.1934 -0.2616 0.7790
C 2.301 -3.326 0.573 -0.1752 0.1762 0.9513
H -2.950 3.024 -0.165 -1.9093 -1.2319 -0.0603
H -3.355 3.874 -3.462 1.1253 0.0859 -0.1161
C 4.988 0.586 1.027 -1.1640 -0.3596 -0.3587
H 3.846 2.610 -0.630 -0.6841 -0.0284 0.1054
H -4.920 -2.269 1.395 0.7062 0.7836 0.0250
C 0.449 1.561 4.494 -0.9402 -0.4272 -1.4189
H -5.574 -0.015 -3.051 0.1111 -0.8550 -0.4740
O 0.242 -2.197 0.242 0.2099 -0.2395 -0.1236
H 0.596 -0.691 -3.623 0.0234 0.0367 0.1589
H -1.115 -0.479 -7.041 -0.1978 0.6562 -0.3652
C -5.408 0.632 -2.225 0.9726 1.1622 0.2581
C 3.155 -5.024 -1.004 -1.4359 0.9109 0.3492
O 0.158 -1.530 3.296 -0.6844 -0.3784 -0.1369
I 4.496 -6.430 -1.598 0.5845 -0.5146 -0.2487
H -4.156 2.641 -4.519 0.0917 0.6340 1.5878
H -0.531 -4.572 2.908 -0.3357 0.7681 -0.6905
H -0.568 -3.240 1.648 0.0872 -0.2457 0.1318
H -1.853 -0.521 -5.499 0.7456 0.4692 -0.1499
C -3.943 2.448 -0.422 2.5595 0.4039 -0.4931
C 3.311 -2.945 2.608 0.0994 1.1536 -0.1419
H -0.553 3.122 -5.113 0.3236 -1.4742 1.1759
H 4.882 -5.517 1.112 -0.4414 0.3619 -0.1573
H -5.309 0.180 -1.262 -0.1693 -1.2654 0.5844
N 2.444 -2.529 1.698 0.1851 -1.1227 -0.3035
C 1.091 -3.137 -0.152 1.0468 0.4469 -0.5441
N -3.065 -1.172 1.066 -2.9996 -1.6465 -0.6723
H -5.668 -0.766 3.185 0.3727 0.0798 0.0993
C -4.304 -1.406 1.722 1.2313 0.4574 0.1145
H 2.181 -0.137 -4.130 0.6555 0.2436 0.2350
H -1.758 -1.922 -0.473 -1.3091 -0.3023 0.5703
C -0.572 2.715 2.773 0.0893 -0.5173 0.9518
H 5.912 0.173 1.479 -0.5064 0.8075 -0.0172
H -4.421 1.902 0.389 0.6193 -0.4362 0.1141
H -5.109 1.308 4.491 -1.0636 -0.2578 0.7947
C 0.135 -3.121 4.942 -0.1861 -1.3384 0.5335
H 2.258 1.764 -6.562 0.3372 0.3957 -0.2732
H 3.498 4.031 1.064 -0.6375 -0.7278 0.1967
C 2.717 3.427 1.594 1.1748 -0.0124 0.2145
O -1.187 0.054 0.832 -1.2707 0.3983 0.5734
H 4.845 -4.366 3.297 -0.4046 0.3930 -0.4826
N -4.364 1.457 3.875 2.2614 -0.3642 -1.3769
C 3.231 -4.337 0.249 0.8720 -0.5303 0.3071
C 1.346 1.382 -7.013 -0.4689 1.0368 1.8066
H -0.576 -2.658 5.602 -0.4363 0.0914 0.2190
S 2.983 -0.447 -0.794 -0.5650 0.0368 -0.0354
C -0.979 3.744 3.652 0.8625 -1.0143 0.1523
H -2.238 0.393 -3.565 -0.1594 -0.0359 -1.1561
C 2.802 1.067 -1.709 0.3810 1.1186 -0.3892
H 0.825 2.175 -7.572 0.3602 -0.5191 -0.0427
C 1.233 -0.485 -4.488 -0.9306 1.3748 0.5749
H -0.936 2.669 1.758 0.1842 0.3812 -0.2094
H -1.436 4.649 3.269 -0.1720 -0.2251 0.0532
H 1.396 -1.415 -4.939 0.1571 -1.3382 -1.0718
C -2.241 0.730 -2.557 -0.3958 1.1034 0.2481
Si 0.357 0.842 -5.508 -0.5160 -1.2425 -1.2225
C 4.185 -4.035 2.482 -0.1609 -0.6590 -0.7303
H 2.146 4.189 2.137 -0.0724 -0.3598 -0.0076
N -0.551 -3.578 2.618 0.1147 -0.6885 0.8562
C -4.052 3.061 -3.452 -0.3164 -0.3229 -1.2595
I -0.625 -3.754 -2.544 -0.2862 0.1374 -0.0827
H 1.826 -5.319 -2.694 0.3640 0.4013 0.5207
C 2.816 2.424 -0.988 0.2559 0.2065 -0.0449
H -4.661 3.188 -0.625 -0.9989 1.5397 -0.1938
H 3.715 1.167 -2.310 -0.4679 -0.4250 -0.6133
H -3.545 -1.968 -0.982 0.7241 0.5159 1.3184
N -2.727 0.640 2.431 1.0293 1.5065 0.6854
H 5.453 -0.373 -0.875 -1.2655 0.0565 0.6510
C -0.138 -2.741 3.544 0.7190 1.1228 -0.9036
H 2.620 3.243 -1.713 -0.0117 -0.6154 0.2358
C 3.366 2.447 2.633 -1.2961 0.1565 1.5121
H 2.621 2.325 3.493 1.0391 0.4399 -1.0501
H 1.084 -2.692 5.157 0.7881 0.1426 0.3239
H -3.000 -3.120 0.312 0.7024 1.4889 -0.9191
Te -0.572 2.113 -2.428 -0.3793 0.1005 -0.3776
H 3.376 -2.262 3.438 0.1690 -0.0796 0.5729
H 1.867 0.946 -2.294 0.8599 0.0175 0.2028
C 1.025 -3.905 -1.289 -0.6805 0.1867 -0.7187
H 0.963 2.953 -4.423 0.6841 -0.1482 0.3717


Molecular weight, record by record: 66.0; 1496.8 g mol⁻¹
E, record by record: -481.70733; -8086.10778 hartree